(1)
# C4H5N5

C4H5N5 in the gas phase (ωB97M-V/def2-TZVPD, the Open Molecules 2025 dataset).

As for the HOMO energy: -9.570 eV. Its SMILES is [H]/N=c1/ncnc(C)nn1. The calculation puts the gap between HOMO and LUMO at 9.05 eV. As for the energy above the lowest of the compared OMol25 structures with the same formula, charge and spin: 4.997 eV. Its charge is 0.

```
14
Properties=species:S:1:pos:R:3:lowdin_charge:R:1
H 1.138 -2.163 -1.095 0.14
N 1.956 -1.288 -0.964 0.11
C 1.664 -0.600 0.138 -0.46
N 2.217 0.762 0.295 0.11
C 1.315 1.646 0.235 -0.17
N -0.138 1.456 -0.283 0.14
C -0.680 0.310 0.036 -0.48
C -2.030 -0.234 -0.356 -0.07
N -0.313 -0.446 1.166 0.04
N 0.771 -1.003 1.212 0.10
H 1.416 2.839 0.257 0.15
H -2.161 -1.514 -0.175 0.16
H -2.504 -0.193 0.724 0.09
H -2.648 0.427 -1.190 0.14
```

(2)
# C17H23NO2

C17H23NO2 as an isolated structure (ωB97M-V/def2-TZVPD, the Open Molecules 2025 dataset).

As for the HOMO energy: -7.826 eV. The calculation puts the gap between HOMO and LUMO at 8.31 eV. As for the energy above the lowest of the compared OMol25 structures with the same formula, charge and spin: 16.210 eV. Its charge is 0.

```
43
Properties=species:S:1:pos:R:3:lowdin_charge:R:1
C -5.683 -1.220 -0.630 -0.13
C -6.224 0.080 -0.278 -0.28
C -5.363 0.983 0.684 -0.33
O -4.334 1.439 0.069 -0.06
C -3.152 0.678 -0.057 -0.18
C -2.897 -0.408 0.809 -0.03
C -1.640 -0.937 0.860 0.11
C -0.581 -0.126 -0.145 -0.06
C -0.957 1.040 -0.809 -0.13
C -2.148 1.460 -0.656 -0.06
H -2.517 2.606 -1.156 0.22
H -0.273 1.615 -1.423 0.12
N 0.740 -0.891 -0.201 0.09
C 1.947 0.009 -0.119 -0.23
C 2.099 1.229 -0.078 -0.04
C 3.325 1.858 0.070 -0.52
O 3.602 2.907 0.249 0.20
C 4.504 0.956 -0.449 -0.14
C 4.531 -0.321 -0.085 -0.68
C 4.483 -0.407 1.624 0.06
H 3.663 0.126 1.857 0.03
H 5.341 0.062 1.992 0.07
H 4.439 -1.361 1.932 0.03
C 5.495 -1.228 -0.430 -0.13
H 6.520 -0.723 -0.525 0.10
H 5.615 -1.244 -1.702 0.14
H 5.484 -2.495 -0.271 0.17
C 3.113 -0.826 -0.517 -0.07
H 2.832 -2.010 0.073 0.20
H 3.134 -1.163 -1.501 0.09
H 5.492 1.575 -0.264 0.17
H 4.490 0.989 -1.751 0.22
H 1.318 1.917 0.370 0.17
H 0.723 -1.838 0.023 0.07
H -1.342 -1.793 1.217 0.03
H -3.530 -0.671 1.365 -0.02
H -6.080 1.753 0.900 0.10
H -5.247 0.302 1.842 0.20
H -7.355 -0.072 0.220 0.15
H -6.676 0.844 -1.054 0.14
H -5.498 -1.957 0.296 0.14
H -4.914 -0.964 -0.955 -0.09
H -6.477 -1.773 -1.397 0.15
```

(3)
# C10H38N12O9

A 9-piece molecular cluster, C10H38N12O9 overall (ωB97M-V/def2-TZVPD, the Open Molecules 2025 dataset).

As for the HOMO energy: -8.862 eV. Its SMILES is NC(N)=O.NC(N)=O.NC(N)=O.NC(N)=O.NC(N)=O.NC(N)=O.CCO.CO.CO. The calculation puts the gap between HOMO and LUMO at 8.77 eV. As for the energy above the lowest of the compared OMol25 structures with the same formula, charge and spin: 0.576 eV. Its charge is 0.

```
69
Properties=species:S:1:pos:R:3:lowdin_charge:R:1
N 13.207 15.607 17.890 0.19
C 14.323 16.224 18.367 -0.66
N 14.056 16.754 19.617 0.14
O 15.454 16.262 17.874 0.00
H 12.579 15.377 18.639 0.11
H 13.241 14.940 17.123 0.07
H 14.891 17.183 19.995 0.10
H 13.241 17.339 19.707 0.10
N 11.566 18.223 15.045 0.17
C 11.892 17.673 13.865 -0.66
N 11.621 18.424 12.777 0.17
O 12.402 16.548 13.757 -0.01
H 11.106 19.113 15.029 0.10
H 11.641 17.602 15.834 0.11
H 11.127 19.294 12.842 0.10
H 11.969 18.129 11.882 0.11
N 17.348 15.402 15.241 0.17
C 16.483 15.509 14.206 -0.70
N 15.241 15.886 14.610 0.15
O 16.762 15.367 13.017 0.02
H 18.204 14.929 15.000 0.11
H 17.009 15.376 16.189 0.08
H 15.203 16.526 15.391 0.08
H 14.643 16.183 13.852 0.08
N 15.550 11.383 18.935 0.18
C 15.295 12.591 18.404 -0.64
N 15.798 13.639 19.069 0.18
O 14.640 12.757 17.360 -0.02
H 14.941 10.614 18.717 0.12
H 16.165 11.344 19.725 0.10
H 15.648 14.568 18.683 0.06
H 16.361 13.506 19.888 0.11
N 8.662 15.556 11.675 0.16
C 9.077 15.653 10.385 -0.66
N 9.452 16.920 10.044 0.13
O 9.371 14.693 9.671 0.02
H 8.700 14.621 12.066 0.07
H 8.548 16.408 12.181 0.09
H 8.946 17.684 10.452 0.08
H 10.126 17.080 9.320 0.10
N 13.191 13.695 15.259 0.14
C 12.481 12.962 14.331 -0.68
N 11.912 13.755 13.411 0.17
O 12.460 11.731 14.351 0.02
H 13.824 13.187 15.872 0.04
H 13.356 14.637 14.942 0.04
H 11.242 13.311 12.801 0.08
H 11.776 14.668 13.836 0.06
C 16.938 11.069 12.715 -0.10
C 16.282 11.991 13.696 -0.31
O 16.131 11.256 14.923 -0.08
H 16.301 10.195 12.565 0.08
H 17.912 10.734 13.078 0.07
H 17.062 11.507 11.724 0.07
H 15.326 12.187 13.200 0.10
H 16.882 12.861 13.956 0.09
H 15.559 11.795 15.485 0.04
C 9.342 11.486 12.212 -0.14
O 8.844 12.760 11.798 -0.15
H 10.402 11.349 11.996 0.07
H 9.121 11.295 13.262 0.08
H 8.821 10.648 11.737 0.08
H 9.191 12.864 10.898 0.07
C 14.266 11.753 10.509 -0.15
O 12.913 12.096 10.843 -0.13
H 14.991 12.473 10.892 0.07
H 14.494 10.742 10.844 0.07
H 14.419 11.825 9.431 0.07
H 13.003 12.681 11.603 0.03
```

(4)
# C4HNO2

C4HNO2 in the gas phase (ωB97M-V/def2-TZVPD, the Open Molecules 2025 dataset).

As for the HOMO energy: -10.791 eV. Its SMILES is N#CC#CC(=O)O. The calculation puts the gap between HOMO and LUMO at 9.39 eV. As for the energy above the lowest of the compared OMol25 structures with the same formula, charge and spin: 1.638 eV. Its charge is 0.

```
8
Properties=species:S:1:pos:R:3:lowdin_charge:R:1
N 3.855 0.286 -0.095 0.16
C 2.644 0.079 -0.053 -0.18
C 1.262 0.030 0.175 0.00
C 0.027 -0.078 0.305 0.12
C -1.418 0.263 0.033 -0.43
O -1.603 1.542 -0.021 0.06
O -2.528 -0.530 -0.079 0.05
H -2.238 -1.592 -0.265 0.23
```

(5)
# C4H9NO2

C4H9NO2 in the gas phase (ωB97M-V/def2-TZVPD, the Open Molecules 2025 dataset).

As for the HOMO energy: -9.209 eV. Its SMILES is CCNC(=O)OC. The calculation puts the gap between HOMO and LUMO at 10.09 eV. As for the energy above the lowest of the compared OMol25 structures with the same formula, charge and spin: 3.392 eV. Its charge is 0.

```
16
Properties=species:S:1:pos:R:3:lowdin_charge:R:1
C 0.795 1.210 2.333 -0.12
C -0.397 1.247 1.373 -0.10
N 0.105 0.830 -0.208 0.04
C -0.534 -0.181 -0.852 -0.62
O -1.691 -0.504 -0.678 0.08
O 0.320 -0.813 -1.684 -0.04
C -0.215 -1.974 -2.304 -0.06
H 1.539 1.979 2.119 0.06
H 0.492 1.355 3.383 0.07
H 1.286 0.221 2.304 0.08
H -1.093 0.443 1.643 0.09
H -0.640 1.891 0.451 0.12
H 1.037 1.093 -0.495 0.13
H 0.605 -2.392 -2.888 0.09
H -0.553 -2.692 -1.549 0.10
H -1.057 -1.714 -2.948 0.09
```

Strongest force on any atom (eV Å⁻¹)
4.9; 15.1; 2.8; 7.5; 3.9